The following is a DFT calculation (the ωB97M-V functional and the def2-TZVPD basis) of the molecule C22H26N4O3S.

HOMO-LUMO gap = 0.3391 hartree
structure (SMILES) = CC(C)[C@H](NC(=O)c1cccc(S(=O)(=O)N2CCCC2)c1)c1nc2ccccc2[nH]1
HOMO level = -0.3219 hartree
lowest unoccupied orbital energy = 0.47 eV

```
! RIJCOSX wB97M-V def2-TZVPD def2/J DEFGRID3
* xyz 0 1
C 0.613 3.638 1.862
C 1.902 2.847 2.051
C 1.813 1.947 3.281
C 2.205 2.018 0.777
N 1.236 0.966 0.578
C 0.391 0.956 -0.476
O 0.247 1.906 -1.219
C -0.401 -0.307 -0.625
C 0.124 -1.559 -0.319
C -0.640 -2.702 -0.497
C -1.937 -2.603 -0.972
C -2.447 -1.358 -1.289
S -4.137 -1.270 -1.875
O -4.390 -2.380 -2.746
O -4.400 0.055 -2.364
N -4.926 -1.582 -0.413
C -5.135 -0.379 0.371
C -6.496 0.149 -0.087
C -7.296 -1.132 -0.356
C -6.225 -2.228 -0.535
C -1.694 -0.214 -1.134
C 3.561 1.399 0.857
N 3.779 0.157 1.180
C 5.144 -0.001 1.166
C 5.926 -1.118 1.433
C 7.295 -0.975 1.342
C 7.886 0.241 0.994
C 7.128 1.363 0.726
C 5.753 1.226 0.816
N 4.711 2.101 0.627
H 0.691 4.309 1.010
H 0.399 4.228 2.750
H -0.221 2.963 1.685
H 2.734 3.548 2.187
H 1.750 2.552 4.182
H 2.687 1.304 3.355
H 0.925 1.322 3.228
H 2.140 2.680 -0.096
H 1.415 0.127 1.107
H 1.143 -1.654 0.029
H -0.220 -3.670 -0.267
H -2.559 -3.471 -1.124
H -4.320 0.318 0.189
H -5.149 -0.657 1.430
H -6.964 0.792 0.655
H -6.354 0.710 -1.010
H -7.942 -1.371 0.488
H -7.917 -1.034 -1.245
H -6.268 -2.721 -1.505
H -6.301 -2.987 0.249
H -2.100 0.745 -1.416
H 5.469 -2.057 1.702
H 7.931 -1.824 1.543
H 8.962 0.303 0.934
H 7.585 2.303 0.457
H 4.778 3.065 0.347
*
```

The following is a DFT calculation (the ωB97M-V functional and the def2-TZVPD basis) of the molecule C22H26N4O5S2.

HOMO-LUMO gap = 0.3247 hartree
structure (SMILES) = COCCn1c(SCC(=O)Nc2ccc(S(=O)(=O)N3CCOCC3)cc2)nc2ccccc21
HOMO level = -0.3098 hartree
lowest unoccupied orbital energy = 0.40 eV

```
! RIJCOSX wB97M-V def2-TZVPD def2/J DEFGRID3
* xyz 0 1
C -0.078 -1.626 2.625
O -0.714 -0.616 1.872
C -1.858 -0.062 2.471
C -3.148 -0.838 2.124
N -3.315 -0.901 0.698
C -3.698 0.127 -0.110
S -4.365 1.609 0.531
C -3.795 2.770 -0.769
C -2.304 2.934 -0.531
O -1.855 3.811 0.169
N -1.570 1.945 -1.124
C -0.346 1.441 -0.685
C 0.435 2.086 0.273
C 1.554 1.453 0.779
C 1.904 0.199 0.319
S 3.277 -0.670 1.069
O 3.499 -0.122 2.374
O 3.023 -2.077 0.942
N 4.652 -0.357 0.189
C 5.237 0.959 0.289
C 4.778 1.857 -0.865
O 5.025 1.242 -2.112
C 4.348 0.008 -2.222
C 4.786 -0.960 -1.117
C 1.164 -0.431 -0.664
C 0.046 0.193 -1.175
N -3.530 -0.105 -1.386
C -2.991 -1.367 -1.453
C -2.604 -2.113 -2.559
C -2.067 -3.361 -2.326
C -1.919 -3.864 -1.033
C -2.304 -3.139 0.077
C -2.836 -1.880 -0.145
H 0.792 -1.940 2.052
H -0.735 -2.486 2.793
H 0.254 -1.237 3.594
H -1.941 0.956 2.078
H -1.752 -0.009 3.562
H -4.007 -0.328 2.570
H -3.098 -1.858 2.508
H -4.055 2.346 -1.736
H -4.322 3.703 -0.581
H -2.096 1.296 -1.707
H 0.137 3.054 0.643
H 2.144 1.907 1.560
H 4.949 1.369 1.256
H 6.327 0.850 0.252
H 5.342 2.791 -0.875
H 3.705 2.079 -0.767
H 4.605 -0.388 -3.206
H 3.261 0.176 -2.168
H 4.185 -1.868 -1.118
H 5.840 -1.223 -1.262
H 1.447 -1.420 -0.987
H -0.555 -0.304 -1.922
H -2.730 -1.723 -3.557
H -1.754 -3.969 -3.162
H -1.492 -4.846 -0.897
H -2.189 -3.543 1.070
*
```

The following is a DFT calculation (the ωB97M-V functional and the def2-TZVPD basis) of a structure of composition C22H26N4Ti.

HOMO-LUMO gap (spin up / spin down) = 0.2689 / 0.2690 hartree
HOMO level (spin up / spin down) = -0.3815 / -0.3860 hartree
lowest unoccupied orbital energy (spin up / spin down) = -3.07 / -3.18 eV

```
! RIJCOSX wB97M-V def2-TZVPD def2/J DEFGRID3
* xyz 1 2
Ti 0.058 -0.256 -0.426
C 2.107 -2.310 1.355
C 1.705 -2.541 -0.114
C 2.522 -1.692 -1.101
N 1.903 -0.388 -1.248
C 2.477 0.827 -1.180
C 3.837 1.017 -0.895
C 4.645 2.138 -0.973
C 4.353 3.406 -1.446
C 3.120 3.845 -1.891
C 1.892 3.205 -1.865
C 1.515 1.937 -1.402
N 0.225 1.598 -1.257
C -0.850 2.391 -1.838
C -2.246 1.766 -1.686
C -2.337 0.259 -1.980
N -1.924 -0.505 -0.813
C -2.707 -0.714 0.251
C -4.099 -0.534 0.199
C -5.095 -0.877 1.094
C -5.001 -1.521 2.319
C -3.836 -1.873 2.969
C -2.515 -1.626 2.615
C -1.959 -1.023 1.484
N -0.657 -0.679 1.413
C 0.278 -0.940 2.499
C 0.982 -2.298 2.401
H 2.646 -1.358 1.433
H 2.833 -3.077 1.625
H 0.602 -2.425 -0.256
H 1.827 -3.595 -0.373
H 2.534 -2.168 -2.085
H 3.557 -1.652 -0.755
H 4.360 0.116 -0.600
H 5.672 1.975 -0.668
H 5.170 4.113 -1.488
H 3.090 4.859 -2.275
H 1.067 3.817 -2.207
H -0.641 2.527 -2.907
H -0.889 3.391 -1.391
H -2.903 2.309 -2.368
H -2.629 1.943 -0.676
H -1.652 0.000 -2.797
H -3.328 -0.023 -2.341
H -4.461 -0.093 -0.719
H -6.100 -0.639 0.763
H -5.933 -1.757 2.816
H -3.959 -2.373 3.923
H -1.801 -1.941 3.363
H -0.196 -0.796 3.472
H 1.051 -0.163 2.448
H 0.258 -3.094 2.207
H 1.429 -2.509 3.374
*
```

The following is a DFT calculation (the ωB97M-V functional and the def2-TZVPD basis) of the molecule C22H26N6O2.

HOMO-LUMO gap = 0.2891 hartree
structure (SMILES) = CC(C)Cn1c2nc3ccccc3nc2c2c(=O)n(CCN3CCOCC3)cnc21
HOMO level = -0.3024 hartree
lowest unoccupied orbital energy = -0.36 eV

```
! RIJCOSX wB97M-V def2-TZVPD def2/J DEFGRID3
* xyz 0 1
C 0.173 3.257 -0.978
C -1.293 3.481 -0.615
C -2.210 2.839 -1.652
C -1.601 2.968 0.803
N -1.323 1.565 0.975
C -2.185 0.532 0.734
N -3.431 0.629 0.356
C -4.064 -0.558 0.200
C -5.413 -0.564 -0.205
C -6.074 -1.748 -0.375
C -5.422 -2.973 -0.150
C -4.115 -3.004 0.244
C -3.400 -1.803 0.432
N -2.114 -1.871 0.832
C -1.509 -0.721 0.990
C -0.191 -0.367 1.411
C 0.959 -1.124 1.796
O 1.090 -2.325 1.876
N 2.056 -0.266 2.123
C 3.340 -0.898 2.346
C 4.238 -0.695 1.112
N 3.468 -0.895 -0.098
C 3.278 -2.294 -0.447
C 2.289 -2.378 -1.608
O 2.734 -1.644 -2.727
C 2.948 -0.299 -2.380
C 3.970 -0.169 -1.249
C 1.968 1.072 2.090
N 0.931 1.767 1.754
C -0.140 1.031 1.388
H 0.402 3.735 -1.927
H 0.827 3.664 -0.212
H 0.385 2.194 -1.077
H -1.488 4.559 -0.596
H -2.006 1.774 -1.741
H -3.253 2.960 -1.373
H -2.053 3.296 -2.626
H -0.987 3.508 1.528
H -2.660 3.118 1.024
H -5.895 0.387 -0.374
H -7.109 -1.750 -0.686
H -5.969 -3.894 -0.293
H -3.592 -3.930 0.424
H 3.137 -1.958 2.511
H 3.818 -0.477 3.234
H 4.608 0.334 1.106
H 5.108 -1.370 1.185
H 2.859 -2.828 0.404
H 4.234 -2.764 -0.740
H 2.177 -3.410 -1.943
H 1.314 -1.997 -1.271
H 3.302 0.202 -3.282
H 2.001 0.159 -2.054
H 4.087 0.886 -0.989
H 4.943 -0.564 -1.593
H 2.853 1.623 2.381
*
```

The following is a DFT calculation (the ωB97M-V functional and the def2-TZVPD basis) of a structure of composition C22H27AsN5O7P2SW.

HOMO-LUMO gap (spin up / spin down) = 0.2794 / 0.2788 hartree
HOMO level (spin up / spin down) = -0.3785 / -0.3933 hartree
lowest unoccupied orbital energy (spin up / spin down) = -2.70 / -3.12 eV

```
! RIJCOSX wB97M-V def2-TZVPD def2/J DEFGRID3
* xyz 1 3
W -0.349 1.638 -0.662
S 1.336 2.943 0.652
C 0.952 2.569 2.348
C 0.981 3.550 3.336
C 0.685 3.209 4.649
C 0.349 1.905 4.998
C 0.313 0.920 4.022
C 0.619 1.261 2.712
As 0.651 0.114 1.187
C -0.340 -1.495 1.578
C 0.299 -2.731 1.653
C -0.448 -3.880 1.877
C -1.826 -3.797 2.024
C -2.463 -2.565 1.944
C -1.724 -1.413 1.715
C 2.481 -0.446 0.998
C 3.303 -0.459 2.119
C 4.621 -0.876 1.999
C 5.114 -1.279 0.767
C 4.291 -1.262 -0.352
C 2.974 -0.844 -0.239
H 1.220 4.572 3.073
H 0.703 3.979 5.408
H 0.109 1.663 6.023
H 0.044 -0.099 4.278
H 1.374 -2.803 1.544
H 0.049 -4.838 1.945
H -2.405 -4.693 2.206
H -3.537 -2.501 2.065
H -2.229 -0.457 1.637
H 2.928 -0.133 3.082
H 5.264 -0.882 2.869
H 6.142 -1.602 0.676
H 4.679 -1.571 -1.314
H 2.334 -0.823 -1.114
O -1.841 2.046 0.955
P -2.380 3.454 0.136
O -2.792 4.482 1.067
O -1.161 3.571 -0.792
O -3.571 2.779 -0.686
P -3.415 1.480 -1.670
O -3.479 0.242 -0.642
O -4.442 1.462 -2.698
O -1.928 1.472 -2.061
H -1.408 2.293 1.793
H -4.375 0.054 -0.334
C -1.425 -1.856 -4.601
N -1.136 -1.666 -3.182
C -1.772 -2.535 -2.188
C -0.441 -0.615 -2.746
N -0.204 -0.377 -1.478
N 0.069 0.233 -3.711
C 0.849 1.351 -3.486
N 1.474 1.814 -4.582
N 0.943 1.897 -2.318
H -0.508 -1.955 -5.185
H -2.043 -1.042 -4.989
H -1.981 -2.780 -4.719
H -2.313 -3.316 -2.711
H -2.470 -1.963 -1.573
H -1.021 -3.013 -1.554
H -0.597 -1.104 -0.892
H -0.292 0.132 -4.645
H 1.590 1.246 -5.401
H 1.937 2.707 -4.559
H 1.640 2.631 -2.252
*
```

The following is a DFT calculation (the ωB97M-V functional and the def2-TZVPD basis) of a structure of composition C22H27Br4FeO5.

HOMO-LUMO gap (spin up / spin down) = 0.2803 / 0.2011 hartree
HOMO level (spin up / spin down) = -0.2717 / -0.2746 hartree
lowest unoccupied orbital energy (spin up / spin down) = 0.24 / -2.00 eV

```
! RIJCOSX wB97M-V def2-TZVPD def2/J DEFGRID3
* xyz 0 6
Fe -0.500 1.011 -0.289
Br -6.611 -2.159 -1.481
C -4.992 -1.235 -1.684
C -4.460 -1.001 -3.003
Br -5.368 -1.673 -4.501
C -3.296 -0.299 -3.169
Br -2.557 0.059 -4.861
C -2.569 0.191 -2.047
O -1.489 0.818 -2.142
C -3.100 -0.067 -0.700
O -2.441 0.353 0.281
C -4.326 -0.777 -0.577
Br -4.969 -1.023 1.174
C 1.056 1.429 2.535
O 1.043 1.905 1.187
C 1.061 3.315 1.061
C -0.320 3.889 1.265
O -1.178 3.094 0.478
C -2.535 3.527 0.440
H 1.888 1.879 3.079
H 1.197 0.354 2.481
H 0.116 1.649 3.052
H 1.395 3.523 0.046
H 1.767 3.755 1.765
H -0.340 4.931 0.935
H -0.628 3.856 2.315
H -2.623 4.461 -0.118
H -2.921 3.668 1.451
H -3.110 2.746 -0.052
C -0.787 -3.163 -0.086
C -0.011 -2.917 1.216
C -0.838 -2.044 2.172
C 1.393 -2.352 0.982
C 2.471 -2.986 1.592
C 3.777 -2.573 1.387
C 4.014 -1.555 0.478
C 2.975 -0.889 -0.164
C 3.319 0.072 -1.300
C 2.732 -0.435 -2.630
C 2.920 1.536 -1.085
C 1.641 -1.220 0.168
O 0.628 -0.482 -0.293
H -1.685 -3.755 0.122
H -0.175 -3.709 -0.807
H -1.092 -2.225 -0.538
H 0.137 -3.888 1.695
H -0.990 -1.061 1.741
H -0.330 -1.935 3.135
H -1.827 -2.482 2.347
H 2.279 -3.844 2.231
H 4.601 -3.075 1.879
H 5.038 -1.283 0.235
H 4.408 0.054 -1.389
H 1.649 -0.304 -2.642
H 2.947 -1.497 -2.769
H 3.156 0.120 -3.474
H 1.840 1.650 -1.147
H 3.365 2.160 -1.866
H 3.254 1.902 -0.111
*
```